(1)
Formula: C68H53BBrN2O46P
Source: OMol25
Level of theory: the ωB97M-V functional and the def2-TZVPD basis

Each line ends with the Löwdin charge.
CARTESIAN COORDINATES (ANGSTROEM)
C  -2.0278  2.3480  3.8932  -0.018
O  -0.9432  1.5619  3.3593  0.064
B  -1.1829  0.9630  2.1622  -0.623
O  -2.4152  0.4496  1.8599  0.180
C  0.0554  0.9399  1.1151  -0.279
O  1.2277  1.6527  1.5604  0.104
C  1.8809  1.0392  2.4951  -0.270
N  2.3530  0.5727  3.4351  0.237
O  0.3767  -0.4665  1.0238  0.131
C  -0.3881  -0.9411  -0.0091  -0.568
O  -0.5529  -2.0796  -0.2665  0.188
O  -0.9362  0.1001  -0.7033  0.056
C  -0.1885  1.2914  -0.3820  -0.421
C  1.1366  1.3083  -1.1501  -0.161
C  1.0854  0.9429  -2.6393  -0.665
C  -0.1245  1.4710  -3.4143  -0.152
Br  1.2833  -0.9818  -2.9575  0.793
P  -1.1588  2.8810  -0.3161  0.861
N  -0.7993  3.9846  -1.3790  -0.266
H  -1.6179  2.9226  4.7188  0.101
H  -2.8206  1.7110  4.2815  0.098
H  -2.4160  3.0223  3.1327  0.065
H  -2.3964  -0.5266  1.9013  0.089
H  1.5799  2.3002  -1.0394  0.131
H  1.8309  0.6233  -0.6630  0.118
H  1.9728  1.3806  -3.0846  0.087
H  -1.0198  1.6220  -2.8191  0.060
H  -0.3728  0.7981  -4.2300  0.062
H  0.1196  2.4245  -3.8742  0.061
H  -0.9767  3.4455  0.9680  0.047
H  -2.5065  2.4846  -0.4315  0.043
H  -0.0440  3.6835  -1.9827  -0.037
C  4.7858  -3.1025  0.7338  0.080
C  5.2739  -4.2787  1.1385  -0.229
C  5.4056  -4.6289  2.5932  -0.318
O  5.8477  -5.7331  2.8694  0.096
C  5.0091  -3.6430  3.5766  0.055
C  4.5197  -2.4542  3.1824  -0.222
C  4.3674  -2.1137  1.7173  -0.298
O  3.9062  -1.0317  1.4106  0.099
O  4.1425  -1.5255  4.0484  0.098
O  5.6766  -5.2224  0.2859  0.095
H  4.6865  -2.8463  -0.3119  0.115
H  5.1201  -3.9011  4.6154  0.110
H  3.8082  -0.7472  3.5480  0.053
H  5.9824  -5.9708  0.8346  0.120
C  -6.7424  5.0511  3.6080  0.084
C  -5.7505  4.4692  2.9224  -0.223
C  -4.5874  5.2571  2.3820  -0.306
O  -3.7187  4.6420  1.7881  0.075
C  -4.5635  6.6908  2.5945  0.080
C  -5.5580  7.2755  3.2780  -0.227
C  -6.7089  6.4830  3.8392  -0.292
O  -7.5625  7.0895  4.4642  0.106
O  -5.6045  8.5802  3.5099  0.126
O  -5.7160  3.1643  2.6733  0.120
H  -7.5786  4.4932  4.0071  0.115
H  -3.7314  7.2481  2.1881  0.139
H  -6.4208  8.7389  4.0224  0.124
H  -4.8985  3.0029  2.1644  0.112
C  -4.1728  5.4654  -6.4738  0.073
C  -3.2756  4.4853  -6.3107  -0.235
C  -2.4514  4.3642  -5.0572  -0.295
O  -1.6696  3.4321  -4.9795  0.089
C  -2.6250  5.3546  -4.0103  0.076
C  -3.5217  6.3363  -4.1766  -0.234
C  -4.3638  6.4472  -5.4188  -0.315
O  -5.1676  7.3591  -5.4823  0.106
O  -3.7403  7.2809  -3.2667  0.114
O  -3.0443  3.5529  -7.2295  0.114
H  -4.7717  5.5624  -7.3682  0.135
H  -2.0173  5.2576  -3.1172  0.099
H  -4.4354  7.8567  -3.6397  0.118
H  -2.3546  2.9718  -6.8547  0.119
C  -11.4136  2.8520  4.3704  0.074
C  -12.4299  2.7129  3.5097  -0.232
C  -12.7464  3.7602  2.4770  -0.314
O  -13.6756  3.5463  1.7209  0.110
C  -11.9312  4.9616  2.4417  0.076
C  -10.9157  5.1055  3.3055  -0.228
C  -10.5860  4.0438  4.3222  -0.299
O  -9.6349  4.2337  5.0588  0.098
O  -10.1344  6.1788  3.3231  0.109
O  -13.2279  1.6494  3.4962  0.105
H  -11.1734  2.1053  5.1131  0.121
H  -12.1764  5.7140  1.7057  0.136
H  -9.4818  6.0482  4.0427  0.084
H  -13.8719  1.8030  2.7770  0.124
C  -4.4405  -3.5355  1.1154  0.085
C  -5.4355  -4.4351  1.0861  -0.228
C  -6.1393  -4.8844  2.3410  -0.310
O  -7.0434  -5.6884  2.2255  0.116
C  -5.6981  -4.3369  3.6129  0.079
C  -4.7023  -3.4423  3.6399  -0.228
C  -4.0220  -2.9782  2.3817  -0.280
O  -3.1362  -2.1440  2.4944  0.086
O  -4.2472  -2.9025  4.7654  0.124
O  -5.8730  -4.9903  -0.0327  0.129
H  -3.9288  -3.2040  0.2223  0.141
H  -6.1972  -4.6766  4.5092  0.138
H  -3.5311  -2.2915  4.5092  0.121
H  -6.5932  -5.5978  0.2277  0.125
C  5.1334  -4.6025  -6.0441  0.063
C  5.6213  -5.7841  -5.6398  -0.230
C  5.7555  -6.1325  -4.1808  -0.308
O  6.1910  -7.2331  -3.8969  0.108
C  5.3633  -5.1388  -3.1954  0.082
C  4.8788  -3.9587  -3.6004  -0.225
C  4.7214  -3.6192  -5.0564  -0.309
O  4.2591  -2.5281  -5.3386  0.099
O  4.5026  -3.0069  -2.7489  0.083
O  6.0195  -6.7331  -6.4800  0.115
H  5.0315  -4.3427  -7.0865  0.109
H  5.4778  -5.3900  -2.1497  0.116
H  4.1870  -2.2601  -3.2943  0.087
H  6.3202  -7.4753  -5.9206  0.119
C  8.0971  -1.9776  -10.7627  0.076
C  7.2606  -2.9820  -10.4707  -0.233
C  7.0694  -3.4726  -9.0614  -0.297
O  6.2756  -4.3785  -8.8774  0.092
C  7.8380  -2.8481  -8.0010  0.082
C  8.6774  -1.8448  -8.2919  -0.225
C  8.8509  -1.3356  -9.6987  -0.310
O  9.6195  -0.4100  -9.8760  0.115
O  9.4110  -1.2275  -7.3744  0.104
O  6.5407  -3.6164  -11.3893  0.117
H  8.2403  -1.6158  -11.7709  0.136
H  7.7042  -3.2199  -6.9946  0.132
H  9.9226  -0.5395  -7.8471  0.096
H  6.0239  -4.2920  -10.9090  0.121
C  10.4281  -4.6213  6.5939  0.075
C  9.3828  -4.3122  5.8149  -0.230
C  7.9909  -4.1751  6.3699  -0.293
O  7.1023  -3.8723  5.5946  0.098
C  7.7841  -4.4128  7.7868  0.079
C  8.8286  -4.7254  8.5650  -0.236
C  10.2259  -4.8372  8.0156  -0.315
O  11.1202  -5.1079  8.7954  0.107
O  8.7178  -4.9575  9.8677  0.116
O  9.4894  -4.1041  4.5085  0.121
H  11.4320  -4.7202  6.2064  0.136
H  6.7777  -4.3274  8.1714  0.137
H  9.6209  -5.1565  10.1832  0.120
H  8.5871  -3.9008  4.1925  0.119
C  -10.5695  -3.0637  6.2906  0.074
C  -11.5936  -3.2595  5.4490  -0.235
C  -11.9643  -2.2476  4.3978  -0.307
O  -12.8958  -2.5103  3.6612  0.114
C  -11.1948  -1.0165  4.3221  0.076
C  -10.1743  -0.8211  5.1663  -0.233
C  -9.7877  -1.8429  6.2004  -0.315
O  -8.8349  -1.5922  6.9151  0.108
O  -9.4269  0.2806  5.1586  0.100
O  -12.3525  -4.3484  5.4732  0.118
H  -10.2935  -3.7845  7.0471  0.136
H  -11.4811  -0.2904  3.5748  0.122
H  -8.7649  0.1578  5.8674  0.123
H  -13.0121  -4.2341  4.7615  0.121
C  9.9064  3.1725  -6.1073  0.080
C  10.4270  2.0003  -5.7265  -0.224
C  10.6404  1.6532  -4.2788  -0.311
O  11.1035  0.5578  -4.0227  0.115
C  10.2878  2.6412  -3.2739  0.076
C  9.7691  3.8168  -3.6525  -0.237
C  9.5331  4.1531  -5.1004  -0.313
O  9.0420  5.2352  -5.3591  0.111
O  9.4248  4.7676  -2.7915  0.116
O  10.7931  1.0538  -6.5877  0.095
H  9.7478  3.4291  -7.1453  0.138
H  10.4595  2.3888  -2.2372  0.137
H  9.0771  5.5056  -3.3288  0.121
H  11.1328  0.3171  -6.0390  0.120

Output
SMILES   COB(O)[C@@]1(OC#N)OC(=O)O[C@@]1(C[C@H](C)Br)[PH2]=N.O=C1C=C(O)C(=O)C=C1O.O=C1C=C(O)C(=O)C=C1O.O=C1C=C(O)C(=O)C=C1O.O=C1C=C(O)C(=O)C=C1O.O=C1C=C(O)C(=O)C=C1O.O=C1C=C(O)C(=O)C=C1O.O=C1C=C(O)C(=O)C=C1O.O=C1C=C(O)C(=O)C=C1O.O=C1C=C(O)C(=O)C=C1O.O=C1C=C(O)C(=O)C=C1O
Highest occupied orbital energy   -9.12 eV
Spin multiplicity   1
Charge   0
Kohn-Sham gap   7.133 eV



(2)
Formula: C4H12O3
Source: OMol25
Level of theory: the ωB97M-V functional and the def2-TZVPD basis

Each line ends with the natural charge from an NBO analysis.
CARTESIAN COORDINATES (ANGSTROEM)
C  -0.5505  1.4821  1.2795  -0.674
C  0.3795  -1.4965  -1.1588  -0.106
O  1.2322  -2.6017  -0.8551  -0.706
C  -0.0367  -0.6754  0.0554  -0.189
C  -0.0968  0.6603  0.1215  -0.235
H  -1.1428  2.3648  1.0344  0.233
H  0.1932  1.7925  2.0496  0.241
H  -1.0474  0.7909  1.9704  0.221
H  -0.4606  -1.9574  -1.6933  0.180
H  0.9200  -0.6938  -1.6701  0.191
H  0.8414  -3.0567  -0.1104  0.461
H  -0.4045  -1.2416  0.9236  0.178
H  0.1045  1.0735  -0.8630  0.205
H  -3.0547  -0.9856  -0.9098  0.473
H  -2.5068  0.4795  -0.5764  0.480
O  -3.1459  -0.0504  -1.0570  -0.952
H  3.4637  1.2259  1.0221  0.465
H  2.2326  1.2167  0.1831  0.468
O  3.0797  1.6729  0.2544  -0.934

Output
Energy above the lowest of the compared OMol25 structures with the same formula, charge and spin   1.646 eV
SMILES   C/C=C/CO.O.O
Highest occupied orbital energy   -10.09 eV
Spin multiplicity   1
Charge   0
Kohn-Sham gap   10.664 eV



(3)
Formula: C20H22N2O3
Source: OMol25
Level of theory: the ωB97M-V functional and the def2-TZVPD basis

Each line ends with the natural charge from an NBO analysis.
CARTESIAN COORDINATES (ANGSTROEM)
C  -0.1563  -2.2889  -0.9962  -0.622
H  -1.0552  -2.8970  -1.0547  0.224
H  0.4240  -2.4147  -1.9067  0.203
H  -0.4572  -1.2477  -0.9017  0.225
C  0.6561  -2.7105  0.2407  0.160
O  -0.1155  -2.5296  1.4026  -0.728
H  0.2581  -1.7552  1.8612  0.499
C  1.0683  -4.1847  0.1553  -0.622
H  1.4723  -4.4380  -0.8215  0.196
H  1.7991  -4.4191  0.9260  0.222
H  0.1832  -4.7912  0.3302  0.232
C  1.8664  -1.7635  0.3550  0.645
O  1.8869  -0.9144  1.2274  -0.621
N  2.8333  -1.9432  -0.5743  -0.468
N  4.0794  -1.3601  -0.5807  -0.258
C  4.2556  -0.1218  -0.3494  0.107
C  3.3019  0.9640  -0.1694  -0.143
C  2.1139  1.0244  -0.8947  -0.164
C  1.2147  2.0543  -0.7101  -0.262
C  1.4723  3.0419  0.2373  0.302
C  2.6837  3.0140  0.9338  -0.245
C  3.5895  2.0019  0.7199  -0.159
H  4.5157  1.9834  1.2753  0.215
H  2.8815  3.7993  1.6465  0.225
O  0.6330  4.0636  0.5483  -0.485
C  -0.6880  4.0419  0.0383  -0.101
C  -1.4198  2.7807  0.3880  -0.203
C  -2.3501  2.2159  -0.3758  -0.215
C  -3.0303  0.9587  -0.0902  0.012
C  -2.4715  -0.0083  0.7459  -0.234
C  -3.1172  -1.2096  0.9670  -0.191
C  -4.3379  -1.4641  0.3630  -0.218
C  -4.9048  -0.5137  -0.4706  -0.212
C  -4.2527  0.6820  -0.7032  -0.215
H  -4.6949  1.4185  -1.3598  0.205
H  -5.8546  -0.7091  -0.9474  0.212
H  -4.8430  -2.4031  0.5354  0.212
H  -2.6524  -1.9531  1.5962  0.231
H  -1.5116  0.1701  1.2060  0.214
H  -2.6506  2.7092  -1.2939  0.198
H  -1.1221  2.3404  1.3291  0.212
H  -1.1671  4.9051  0.5160  0.210
H  -0.6877  4.2086  -1.0484  0.179
H  0.3091  2.0681  -1.2946  0.221
H  1.8950  0.2653  -1.6321  0.214
H  5.3054  0.1469  -0.2863  0.193
H  2.8422  -2.8174  -1.0827  0.401

Output
Energy above the lowest of the compared OMol25 structures with the same formula, charge and spin   3.205 eV
SMILES   CC(C)(O)C(=O)N/N=C\c1ccc(OC/C=C/c2ccccc2)cc1
Highest occupied orbital energy   -8.32 eV
Spin multiplicity   1
Charge   0
Kohn-Sham gap   8.963 eV



(4)
Formula: C25H37BBrN3O2
Source: OMol25
Level of theory: the ωB97M-V functional and the def2-TZVPD basis

Each line ends with the natural charge from an NBO analysis.
CARTESIAN COORDINATES (ANGSTROEM)
C  -1.9328  -2.5604  3.1236  -0.616
C  -2.7355  -1.7154  2.1288  -0.377
C  -2.6652  -2.2890  0.7067  -0.657
C  -3.5794  -1.5088  -0.2644  -0.600
B  -1.1440  -2.3510  0.2577  1.259
O  -0.6874  -3.5411  -0.2762  -0.790
C  -1.4174  -3.9395  -1.4474  -0.068
C  -0.6164  -4.9359  -2.2448  0.083
C  0.7766  -4.4580  -2.6262  -0.641
O  -1.3703  -5.2684  -3.4044  -0.724
C  -0.1071  -1.1561  0.4487  -0.661
Br  -0.6845  0.4656  -0.4965  0.001
C  1.3554  -1.4708  0.1020  -0.429
C  2.2946  -1.4918  1.3391  -0.609
H  -2.3573  -2.4586  4.1162  0.216
H  -0.8804  -2.2945  3.1690  0.200
H  -2.0168  -3.6124  2.8657  0.205
H  -3.7799  -1.7256  2.4368  0.202
H  -2.3839  -0.6857  2.1510  0.201
H  -3.0440  -3.3069  0.7516  0.211
H  -4.3254  -0.9770  0.3229  0.207
H  -4.1417  -2.1728  -0.9112  0.208
H  -3.0647  -0.7769  -0.8735  0.219
H  -1.6759  -3.0727  -2.0529  0.179
H  -2.3285  -4.4485  -1.1318  0.186
H  -0.4874  -5.8427  -1.6569  0.168
H  0.7861  -3.9135  -3.5697  0.199
H  1.2293  -3.8269  -1.8742  0.232
H  1.4236  -5.3228  -2.7365  0.217
H  -0.8185  -5.1467  -4.1897  0.475
H  -0.1325  -0.8855  1.4997  0.241
H  1.4607  -2.4077  -0.4259  0.215
H  1.7215  -0.6996  -0.5659  0.220
H  2.9801  -2.3247  1.2455  0.211
H  1.7039  -1.6602  2.2358  0.193
H  2.8360  -0.5571  1.3963  0.230
N  3.2697  2.1932  1.1288  -0.432
C  3.8840  3.2946  1.5596  0.033
C  3.2186  4.4292  2.0002  -0.266
C  1.8328  4.4186  1.9859  -0.174
C  1.1750  3.2839  1.5388  -0.254
C  1.9372  2.2037  1.1245  0.023
H  4.9681  3.2587  1.5491  0.189
H  3.7679  5.2959  2.3416  0.246
H  1.2724  5.2840  2.3163  0.208
H  0.0946  3.2345  1.5084  0.220
H  1.4602  1.2965  0.7678  0.195
N  -3.6513  -2.1468  -8.0508  -0.416
C  -4.7181  -2.6883  -7.4658  0.034
C  -4.6665  -3.4028  -6.2787  -0.261
C  -3.4363  -3.5690  -5.6639  -0.172
C  -2.3159  -3.0124  -6.2588  -0.266
C  -2.4774  -2.3136  -7.4455  0.033
H  -5.6602  -2.5372  -7.9817  0.192
H  -5.5674  -3.8183  -5.8486  0.219
H  -3.3493  -4.1202  -4.7354  0.233
H  -1.3356  -3.1145  -5.8123  0.209
H  -1.6268  -1.8594  -7.9423  0.191
N  3.8035  7.3957  3.6480  -0.431
C  4.8651  8.0469  4.1209  0.037
C  4.9095  8.6435  5.3712  -0.259
C  3.7868  8.5638  6.1779  -0.165
C  2.6724  7.8923  5.7036  -0.258
C  2.7338  7.3279  4.4395  0.036
H  5.7211  8.0891  3.4563  0.194
H  5.8016  9.1572  5.7019  0.222
H  3.7805  9.0173  7.1608  0.218
H  1.7746  7.8057  6.2998  0.222
H  1.8845  6.7897  4.0339  0.189

Output
SMILES   CC[C@@H](C)B(OC[C@H](C)O)[C@H](Br)CC.c1ccncc1.c1ccncc1.c1ccncc1
Highest occupied orbital energy   -9.35 eV
Spin multiplicity   1
Charge   0
Kohn-Sham gap   9.845 eV



(5)
Formula: C10H27EuN3S2
Source: OMol25
Level of theory: the ωB97M-V functional and the def2-TZVPD basis

Each line ends with the Löwdin spin population.
CARTESIAN COORDINATES (ANGSTROEM)
Eu  0.0667  0.0737  0.4013  6.078
S  2.4233  0.9321  -0.2623  -0.016
S  -2.2378  1.1833  0.8439  -0.019
C  2.4968  2.7190  -0.4104  -0.001
C  2.0393  0.4111  -1.9829  0.001
C  0.6885  0.8386  -2.5247  0.001
N  -0.4463  0.2664  -1.8079  -0.013
C  -1.7173  0.9696  -1.9574  0.001
C  -2.7187  0.6765  -0.8567  0.000
H  2.1546  -0.6885  -1.9893  0.000
H  2.8397  0.8376  -2.5999  0.000
H  0.6085  0.5444  -3.5852  0.000
H  0.5883  1.9267  -2.4732  0.000
H  -2.1512  0.6923  -2.9326  0.000
H  -1.4920  2.0401  -1.9860  0.000
H  -2.9488  -0.4031  -0.7874  0.000
H  -3.6569  1.2095  -1.0551  0.000
C  -2.1462  2.9691  0.7030  -0.001
H  -0.5572  -0.7352  -2.0452  0.000
H  -1.4662  3.3413  -0.0869  0.000
H  -1.7991  3.3522  1.6811  0.000
H  -3.1716  3.3237  0.5227  0.000
H  2.6820  3.1181  0.6051  0.000
H  1.5805  3.1878  -0.8165  0.000
H  3.3610  2.9552  -1.0503  0.000
C  -0.5096  -5.2469  -1.3322  0.000
C  -0.1802  -5.3261  0.0037  0.000
H  0.2642  -5.2606  -2.0964  0.000
H  -1.5492  -5.1777  -1.6439  0.000
H  0.8588  -5.4114  0.3110  0.000
H  -0.9560  -5.3290  0.7639  0.000
N  0.5566  1.4679  2.2402  -0.018
C  1.1045  0.2268  2.9630  0.000
C  0.2681  -1.0718  2.8760  0.000
N  0.2864  -1.8389  1.5394  -0.014
H  1.2437  2.1802  2.0940  0.000
H  -0.2748  1.8068  2.6584  0.000
H  2.1199  0.0756  2.6197  0.000
H  1.1399  0.5682  4.0042  0.000
H  0.6745  -1.8082  3.5786  0.000
H  -0.7680  -0.8958  3.1263  0.000
H  1.1800  -2.2249  1.3205  0.001
H  -0.4787  -2.4758  1.4264  0.001

Output
Highest occupied orbital energy (spin up / spin down)   -17.32 / -17.32 eV
Spin multiplicity   7
Charge   +3
Kohn-Sham gap (spin up / spin down)   5.244 / 7.525 eV